1.
{
  "formula": "C4H10N2O",
  "method": "the ωB97M-V functional and the def2-TZVPD basis",
  "homo_ev": -7.441,
  "max_force_ha_per_bohr": 0.097,
  "de_lowest_kcal_mol": 93.7,
  "lumo_ev": 0.81,
  "smiles": "C[C@H]1N[C@@H](O)[C@H]1N",
  "mol_weight_g_mol": 102.14,
  "e_tot_ha": -343.0521,
  "charge": 0,
  "orbital_gap_ev": 8.2,
  "species": ["C", "C", "N", "C", "O", "C", "N", "H", "H", "H", "H", "H", "H", "H", "H", "H", "H"],
  "xyz": [[1.759, 0.407, -0.699], [0.874, 0.343, 0.509], [-0.394, 1.622, 0.231], [-1.278, 0.621, 0.556], [-2.247, 0.312, -0.374], [-0.059, -0.769, 0.707], [-0.215, -1.832, -0.235], [1.187, 0.198, -1.603], [2.528, -0.366, -0.602], [2.232, 1.382, -0.789], [1.349, 0.714, 1.414], [-0.414, 1.861, -0.755], [-1.657, 0.675, 1.578], [-2.898, -0.284, 0.019], [-0.114, -1.123, 1.735], [0.458, -1.909, -0.988], [-1.114, -1.851, -0.704]],
  "forces_ev_per_angstrom": [[0.130, -0.422, 0.202], [-0.585, 4.061, -1.200], [3.512, -0.612, 0.058], [0.089, -4.831, 1.333], [-0.309, 0.312, -0.309], [-3.316, 1.353, 0.176], [0.107, -0.434, -0.579], [0.021, 0.014, -0.033], [0.148, 0.065, -0.127], [0.032, -0.040, 0.026], [0.039, -0.154, -0.082], [0.058, -0.286, -0.059], [-0.350, 0.279, -0.004], [0.063, 0.220, 0.030], [0.248, -0.091, 0.020], [0.250, 0.265, 0.322], [-0.137, 0.300, 0.227]],
  "mulliken_charge": [-1.67, 0.52, -0.70, 0.00, -0.55, -0.29, -0.62, 0.40, 0.37, 0.39, 0.34, 0.31, 0.32, 0.35, 0.34, 0.26, 0.24]
}


2.
{
  "formula": "C32H45BrI2N2O7P2V",
  "method": "the ωB97M-V functional and the def2-TZVPD basis",
  "homo_ev": [-6.405, -7.118],
  "max_force_ha_per_bohr": 0.065,
  "de_lowest_kcal_mol": 0.0,
  "lumo_ev": [0.28, 0.26],
  "mol_weight_g_mol": 1016.32,
  "e_tot_ha": -6678.8894,
  "s_squared": 3.760,
  "charge": 0,
  "orbital_gap_ev": [6.7, 7.4],
  "spin_multiplicity": 4,
  "species": ["V", "I", "C", "C", "C", "I", "C", "O", "C", "C", "N", "C", "C", "C", "C", "C", "C", "N", "C", "H", "H", "H", "H", "H", "H", "H", "H", "H", "H", "H", "C", "C", "C", "O", "P", "O", "C", "P", "O", "O", "C", "C", "C", "O", "C", "C", "C", "O", "C", "C", "C", "H", "H", "H", "H", "H", "H", "H", "H", "H", "H", "H", "H", "H", "H", "H", "H", "H", "H", "H", "H", "H", "H", "H", "H", "H", "H", "H", "H", "H", "H", "Br", "C", "C", "C", "C", "C", "C", "H", "H", "H", "H"],
  "xyz": [[12.663, 13.112, 10.244], [16.125, 9.502, 15.671], [14.945, 10.843, 14.560], [13.620, 11.023, 14.939], [12.854, 11.891, 14.252], [11.124, 12.510, 15.262], [13.328, 12.637, 13.122], [12.551, 13.407, 12.496], [14.693, 12.394, 12.777], [15.296, 13.327, 11.724], [14.810, 13.047, 10.358], [15.118, 11.765, 9.723], [14.608, 11.815, 8.307], [15.101, 11.057, 7.250], [14.624, 11.180, 5.973], [13.521, 12.017, 5.830], [12.990, 12.637, 6.966], [13.486, 12.554, 8.186], [15.455, 11.563, 13.551], [13.114, 10.495, 15.716], [14.914, 14.362, 11.873], [16.373, 13.229, 11.699], [15.178, 13.829, 9.771], [16.233, 11.699, 9.778], [14.614, 10.957, 10.235], [15.819, 10.303, 7.450], [15.051, 10.588, 5.186], [12.979, 12.156, 4.878], [12.133, 13.299, 6.886], [16.548, 11.560, 13.300], [8.087, 13.647, 7.921], [8.143, 15.038, 8.519], [9.140, 15.840, 7.677], [8.593, 15.109, 9.873], [9.533, 14.098, 10.560], [10.583, 13.480, 9.709], [10.258, 15.136, 11.840], [11.693, 16.102, 11.301], [12.598, 15.433, 10.308], [12.481, 16.617, 12.570], [11.890, 16.516, 13.927], [13.092, 16.630, 14.851], [10.918, 17.644, 14.200], [11.010, 17.352, 10.632], [11.621, 18.394, 9.789], [12.727, 19.201, 10.472], [12.165, 17.760, 8.544], [8.543, 13.197, 11.340], [8.321, 11.803, 11.089], [9.006, 11.047, 12.196], [6.798, 11.684, 11.065], [7.520, 13.696, 6.954], [7.548, 12.941, 8.541], [9.052, 13.242, 7.686], [7.115, 15.470, 8.502], [10.145, 15.536, 7.943], [9.119, 16.927, 7.894], [8.940, 15.730, 6.594], [10.652, 14.415, 12.592], [9.516, 15.758, 12.385], [11.374, 15.566, 13.975], [13.377, 17.686, 14.871], [13.901, 15.996, 14.407], [12.928, 16.277, 15.849], [11.367, 18.595, 14.020], [10.691, 17.700, 15.312], [10.053, 17.568, 13.562], [10.726, 18.986, 9.458], [13.620, 18.591, 10.700], [12.410, 19.697, 11.394], [13.074, 19.981, 9.766], [13.004, 17.111, 8.769], [12.349, 18.487, 7.737], [11.406, 17.101, 8.133], [8.780, 11.544, 10.074], [8.481, 11.351, 13.145], [10.049, 11.353, 12.271], [8.939, 9.953, 12.110], [6.400, 11.990, 12.002], [6.437, 10.713, 10.711], [6.454, 12.449, 10.346], [9.780, 6.939, 10.831], [11.065, 8.420, 10.480], [10.752, 9.293, 9.472], [11.329, 10.557, 9.486], [12.284, 11.026, 10.421], [12.593, 10.046, 11.361], [11.972, 8.790, 11.470], [9.974, 9.065, 8.714], [10.961, 11.263, 8.732], [13.350, 10.213, 12.119], [12.110, 8.108, 12.316]],
  "forces_ev_per_angstrom": [[-0.005, 0.804, 0.367], [-0.047, 0.136, -0.153], [-0.497, -1.489, 1.826], [0.476, -0.714, -0.018], [-0.203, 1.588, -0.465], [-0.293, 0.077, -0.436], [0.350, -1.599, 1.004], [-0.784, 1.290, -1.713], [-0.943, 1.806, -0.500], [-0.965, -0.727, -0.037], [-0.644, 1.046, -0.413], [2.026, 0.807, -0.089], [-0.813, -0.319, 0.431], [0.359, 0.182, 0.848], [-1.200, 0.502, 0.233], [-0.685, 0.202, -0.473], [-0.416, 0.457, -0.970], [0.875, -0.044, -0.104], [2.753, 0.669, -1.728], [0.364, -0.447, 0.689], [0.653, -0.497, 0.330], [0.482, 0.301, 0.460], [-0.443, -0.923, 0.392], [-0.595, -0.782, -0.367], [0.140, -0.186, 0.343], [0.935, -0.271, 0.276], [-0.045, -0.025, -0.333], [0.580, -0.071, 0.583], [-0.146, -0.216, -0.175], [-1.004, -0.369, 0.387], [-1.290, -0.209, -0.776], [-0.046, 0.456, -1.353], [-0.609, 1.234, -0.168], [-0.840, 0.898, -0.840], [1.267, 0.769, 1.147], [-0.545, -0.232, 0.035], [0.191, -0.267, 1.006], [0.574, -0.276, -0.951], [-0.208, -0.287, 0.754], [-0.797, -0.181, 0.306], [0.602, 0.580, 0.267], [0.741, -0.630, -1.321], [-0.007, -0.217, 1.226], [-0.200, 0.946, 0.091], [-0.352, 0.072, -0.309], [0.030, 0.293, 0.042], [-0.359, -0.521, -0.978], [0.254, -0.004, 0.326], [0.072, -1.270, -1.241], [-0.713, 0.036, 1.095], [0.576, 0.332, -1.682], [0.428, 0.086, 0.808], [-0.092, -0.141, 0.198], [0.616, -0.122, 0.061], [0.838, -0.143, 0.160], [0.151, -0.468, -0.221], [-0.261, -0.506, 0.017], [0.211, -0.111, 0.544], [-0.065, 0.201, -0.483], [0.321, -0.311, -0.660], [0.262, -0.268, 0.297], [0.287, -0.235, 0.061], [-0.468, 0.676, 0.483], [-0.410, -0.151, 0.552], [0.565, 0.716, -0.450], [-0.180, -0.505, -1.385], [-0.637, 0.045, 0.139], [0.871, -0.130, 0.802], [-0.552, -0.003, -0.096], [-0.066, -0.104, -0.108], [-0.300, -0.323, 0.302], [0.374, 0.250, -0.170], [0.320, -0.048, 0.549], [-0.091, -0.083, -0.018], [-0.610, 0.253, 1.276], [0.626, -0.357, -0.672], [0.085, -0.152, -0.038], [0.018, 0.366, -0.205], [-0.388, -0.147, 0.949], [0.133, 0.106, 0.388], [-0.098, -0.384, 0.143], [1.040, 0.667, -0.331], [-0.839, -0.441, 1.306], [-0.820, 0.399, -0.968], [0.108, 0.433, -0.376], [-0.878, -0.865, -0.485], [0.331, -0.903, 0.769], [-0.466, -0.403, -0.481], [0.601, 0.011, 0.611], [0.131, -0.257, 0.014], [0.034, 0.224, 0.125], [0.267, 0.417, -0.273]],
  "mulliken_spin": [2.67, 0.00, 0.00, 0.00, -0.01, 0.00, -0.01, -0.06, 0.06, 0.00, -0.01, 0.03, 0.03, -0.02, 0.01, -0.01, 0.02, 0.02, 0.00, 0.00, 0.00, 0.00, 0.02, 0.01, 0.00, 0.00, 0.00, 0.00, 0.01, 0.00, 0.00, 0.00, 0.00, 0.00, -0.01, 0.04, 0.04, -0.02, 0.08, 0.00, 0.00, 0.00, 0.00, 0.00, 0.00, 0.00, -0.01, 0.00, 0.00, 0.01, 0.00, 0.00, 0.00, 0.00, 0.00, 0.00, 0.00, 0.00, -0.01, 0.00, 0.00, 0.00, 0.00, 0.00, 0.00, 0.00, 0.00, 0.00, 0.00, 0.00, 0.00, 0.00, 0.00, 0.00, 0.00, 0.00, 0.00, 0.00, 0.00, 0.00, 0.00, 0.00, 0.03, -0.01, 0.14, -0.12, 0.05, -0.02, 0.00, -0.01, 0.01, 0.00]
}


3.
{
  "formula": "C6H11Cl13",
  "method": "the ωB97M-V functional and the def2-TZVPD basis",
  "homo_ev": -10.890,
  "max_force_ha_per_bohr": 0.034,
  "de_lowest_kcal_mol": 25.9,
  "lumo_ev": 0.25,
  "smiles": "ClC(Cl)Cl.ClCCl.ClCCl.ClCCl.ClCCl.ClCCl",
  "mol_weight_g_mol": 544.04,
  "e_tot_ha": -6217.6549,
  "charge": 0,
  "orbital_gap_ev": 11.1,
  "species": ["Cl", "C", "Cl", "Cl", "H", "Cl", "C", "Cl", "H", "H", "Cl", "C", "Cl", "H", "H", "Cl", "C", "Cl", "H", "H", "Cl", "C", "Cl", "H", "H", "Cl", "C", "Cl", "H", "H"],
  "xyz": [[-0.695, 0.683, 3.371], [-0.168, 0.570, 1.655], [1.601, 0.904, 1.406], [-1.120, 1.688, 0.729], [-0.368, -0.426, 1.258], [5.274, -2.789, -2.876], [3.872, -3.286, -3.867], [2.271, -2.500, -3.522], [4.151, -2.961, -4.870], [3.713, -4.363, -3.828], [-1.957, 5.750, -4.829], [-2.818, 4.383, -5.582], [-1.692, 3.229, -6.238], [-3.401, 3.813, -4.858], [-3.415, 4.700, -6.437], [4.610, 6.930, -3.569], [4.291, 5.226, -3.006], [5.842, 4.430, -2.627], [3.611, 5.173, -2.156], [3.787, 4.674, -3.799], [-0.576, -8.498, -0.307], [-0.497, -7.872, 1.318], [-1.607, -6.494, 1.549], [-0.826, -8.692, 1.957], [0.544, -7.578, 1.453], [-6.576, 0.959, 9.343], [-4.795, 0.470, 9.506], [-3.939, 2.021, 9.831], [-4.748, -0.171, 10.386], [-4.368, 0.026, 8.607]],
  "forces_ev_per_angstrom": [[0.601, -0.288, -0.663], [0.488, 0.014, 0.268], [-1.009, -0.258, 0.422], [-0.243, 0.396, -0.450], [0.168, 0.134, 0.415], [-0.775, -0.183, 0.088], [-0.158, 0.445, -0.614], [1.023, -0.311, 0.158], [-0.275, -0.228, 0.133], [0.180, 0.280, 0.239], [-0.491, -0.254, -0.120], [-0.175, -0.090, -0.068], [0.731, -0.636, -0.365], [-0.031, 0.611, 0.090], [-0.027, 0.368, 0.466], [-0.495, -1.052, 0.472], [0.137, 0.173, -0.451], [-0.559, 0.102, 0.002], [0.482, 0.536, 0.169], [0.428, 0.237, -0.193], [-0.114, -0.235, -0.846], [-0.114, -0.093, 0.147], [0.369, -0.212, 0.076], [0.243, 0.402, 0.186], [-0.383, 0.141, 0.437], [1.220, -0.880, -0.237], [-0.996, 1.382, 0.466], [0.141, -0.786, -0.055], [0.129, 0.167, -0.271], [-0.494, 0.116, 0.096]],
  "mulliken_charge": [-0.12, 0.05, -0.12, -0.10, 0.29, -0.14, -0.23, -0.15, 0.24, 0.28, -0.14, -0.22, -0.14, 0.25, 0.26, -0.15, -0.23, -0.14, 0.27, 0.25, -0.14, -0.22, -0.14, 0.25, 0.26, -0.16, -0.22, -0.14, 0.25, 0.27]
}


4.
{
  "formula": "C6H10",
  "method": "the ωB97M-V functional and the def2-TZVPD basis",
  "homo_ev": -8.508,
  "max_force_ha_per_bohr": 0.047,
  "de_lowest_kcal_mol": 39.1,
  "lumo_ev": 1.17,
  "smiles": "C=C/C=C/CC",
  "mol_weight_g_mol": 82.15,
  "e_tot_ha": -234.5403,
  "charge": 0,
  "orbital_gap_ev": 9.7,
  "species": ["C", "C", "C", "C", "C", "C", "H", "H", "H", "H", "H", "H", "H", "H", "H", "H"],
  "xyz": [[-0.319, -1.881, -2.306], [-0.237, -0.662, -1.792], [-0.040, -0.413, -0.353], [0.631, 0.683, 0.044], [0.517, 1.387, 1.366], [-0.426, 0.796, 2.448], [-0.594, -2.101, -3.333], [-0.197, -2.772, -1.700], [-0.335, 0.189, -2.445], [-0.513, -0.960, 0.458], [1.418, 1.109, -0.580], [0.386, 2.464, 1.274], [1.532, 1.251, 1.775], [-1.204, 0.212, 1.943], [0.129, 0.146, 3.103], [-1.040, 1.614, 2.821]],
  "forces_ev_per_angstrom": [[-0.449, -0.617, -0.291], [0.429, -1.239, 0.311], [0.555, 1.750, 0.273], [-0.369, -0.003, 0.167], [1.289, -1.360, 1.147], [-0.786, 0.458, -2.260], [0.248, 0.336, -0.044], [-0.026, 0.099, 0.208], [-0.010, 0.249, 0.033], [-0.583, -0.249, -0.598], [-0.641, 0.310, -0.503], [-0.109, -0.030, -0.411], [-0.029, 0.567, 0.132], [0.188, -0.312, 0.091], [-0.223, 0.174, 0.705], [0.515, -0.132, 1.040]],
  "mulliken_charge": [-0.73, -0.18, -0.37, -0.28, -0.36, -1.07, 0.26, 0.25, 0.32, 0.34, 0.33, 0.36, 0.22, 0.30, 0.31, 0.31]
}